[1]
58
Properties=species:S:1:pos:R:3 method="wB97M-V/def2-TZVPD" homo_lumo_gap_ev="5.2916 / 5.2932" total_charge=+2 e_homo_ev="-13.529 / -13.529"
Tl -1.30562 1.15954 -0.54460
C -0.29395 -0.77468 -4.11973
O 0.47367 -0.67748 -2.91052
C 1.76240 -0.33979 -2.99869
C 2.45021 -0.27560 -4.20505
C 3.77159 0.12785 -4.24801
C 4.43527 0.51890 -3.07972
C 3.77868 0.48432 -1.88220
C 2.44893 0.00276 -1.79715
N 1.87863 -0.24282 -0.58390
N 2.43106 -0.02743 0.48294
C 2.36852 0.28298 1.72570
C 1.09032 0.87042 2.32291
O 0.06773 0.94526 1.65607
C 1.15497 1.22573 3.71224
C 2.26871 1.07899 4.45162
C 3.50446 0.57831 3.90124
C 4.67916 0.59638 4.65017
C 5.87823 0.18594 4.09183
C 5.90857 -0.28651 2.78460
C 4.75137 -0.33096 2.03202
C 3.54359 0.13142 2.56657
H -0.21165 0.14268 -4.70406
H -1.32340 -0.92040 -3.80135
H 0.01718 -1.63100 -4.71748
H 1.95650 -0.56642 -5.11937
H 4.29189 0.14098 -5.19558
H 5.47122 0.82347 -3.11707
H 4.28837 0.75450 -0.96710
H 0.24652 1.62300 4.14369
H 2.25676 1.36691 5.49521
H 4.64590 0.95393 5.67075
H 6.78925 0.23886 4.67112
H 6.84451 -0.60592 2.34801
H 4.77281 -0.68921 1.01110
C -3.08709 -4.56043 -0.31766
C -1.97116 -3.73451 -0.28197
C -2.12713 -2.36257 -0.24187
C -3.40928 -1.80621 -0.22440
C -4.53268 -2.64441 -0.25459
C -4.36582 -4.01290 -0.30233
N -3.50356 -0.41347 -0.18707
N -4.63286 0.08665 -0.08479
C -4.81982 1.46526 -0.06845
C -6.13528 1.89603 0.07286
C -6.39167 3.25876 0.07558
C -5.32769 4.13320 -0.05671
C -4.04514 3.61230 -0.19356
N -3.78903 2.31255 -0.20162
H -2.96254 -5.63341 -0.36198
H -0.98103 -4.16853 -0.28488
H -1.26505 -1.70454 -0.21375
H -5.51681 -2.19978 -0.24972
H -5.23144 -4.65990 -0.32799
H -6.92285 1.16490 0.17620
H -7.40155 3.63009 0.17495
H -5.47854 5.20282 -0.05992
H -3.19431 4.27320 -0.31254

---

[2]
58
Properties=species:S:1:pos:R:3 method="wB97M-V/def2-TZVPD" homo_lumo_gap_ev="7.0319 / 7.0328" total_charge=+3 e_homo_ev="-17.849 / -17.849" relative_energy_kcal_mol=0.0
Re 12.08207 10.76734 7.08727
O 14.11017 11.26482 6.94920
S 14.50648 9.92501 6.40578
O 15.44684 9.88083 5.39915
O 13.00881 9.46724 6.02345
C 14.93462 9.10305 7.87548
C 16.24827 8.57923 7.87712
C 16.66464 7.91239 9.07397
C 15.81442 7.73595 10.14533
C 14.48775 8.31396 10.08010
C 14.05309 9.02830 9.01865
P 12.46184 9.77262 9.18957
C 12.35223 11.52915 9.34753
C 11.01351 11.97328 9.46795
C 10.76664 13.30879 9.67735
C 11.81222 14.16267 9.69045
C 13.15774 13.77779 9.64261
C 13.46799 12.44344 9.46238
C 11.18003 8.89212 10.10020
C 10.92526 9.36449 11.41417
C 9.77196 8.92604 12.02131
C 8.82316 8.19502 11.30444
C 9.16529 7.66902 10.07577
C 10.33150 8.12855 9.37950
H 16.90811 8.58410 6.96925
H 17.69085 7.58388 9.06207
H 16.05986 7.23255 11.08752
H 13.87122 8.17252 10.94303
H 10.23634 11.24994 9.50487
H 9.73476 13.60012 9.95447
H 11.66800 15.22110 9.95947
H 13.92780 14.51746 9.77851
H 14.50660 12.08255 9.41956
H 11.70602 9.84270 11.92078
H 9.52044 9.22583 13.02209
H 7.82112 8.03636 11.76929
H 8.41448 7.04052 9.58441
H 10.50683 7.73949 8.41432
S 11.86490 15.26628 6.06680
C 10.35549 14.55672 6.03734
C 10.37254 13.28183 6.34869
N 11.64613 12.81136 6.69939
C 12.52131 13.80506 6.51294
H 9.54056 15.17870 5.72739
H 9.53148 12.61048 6.37481
H 13.62970 13.68494 6.58201
C 10.47076 10.05593 6.79224
C 9.55664 9.16260 6.35787
C 10.09613 8.00309 5.72789
C 9.21928 6.99710 5.53387
C 7.85462 7.11041 5.91547
C 7.36630 8.23349 6.54339
C 8.30052 9.23096 6.87133
H 11.11166 7.92207 5.34897
H 9.62050 6.09597 5.09380
H 7.21655 6.23299 5.82398
H 6.38359 8.29068 6.94196
H 8.01568 10.08972 7.55497

---

[3]
52
Properties=species:S:1:pos:R:3 method="wB97M-V/def2-TZVPD" homo_lumo_gap_ev=2.9752 total_charge=-1 e_homo_ev=-1.601
C -0.81576 1.65742 -6.43142
C 0.36788 2.19140 -5.91016
C 1.13985 1.44820 -5.01394
C 0.68100 0.18399 -4.63261
O 1.31791 -0.55683 -3.61735
C 1.37622 -0.06352 -2.31755
C 1.86952 -0.97272 -1.36599
C 1.54818 -0.77217 -0.03398
C 0.85104 0.39504 0.37308
C 0.42555 0.62838 1.74527
C 0.91812 1.68784 2.54873
C 0.31112 2.01483 3.79917
C 0.76394 3.09002 4.55055
C 1.82311 3.88840 4.09209
C 2.43951 3.59109 2.86231
C 2.02457 2.49594 2.11477
C 0.54005 1.36258 -0.60471
C 0.80910 1.15671 -1.94951
C -0.45222 -0.39538 -5.20206
C -1.21626 0.36511 -6.08197
H -1.43084 2.25358 -7.10845
H 0.69808 3.19285 -6.18704
H 2.05491 1.85806 -4.58333
H 2.48581 -1.79544 -1.72507
H 1.88808 -1.47520 0.73088
H -0.51314 0.16334 2.04019
H -0.52569 1.40398 4.13978
H 0.28203 3.31949 5.50038
H 2.17019 4.73833 4.68235
H 3.24718 4.22469 2.48533
H 2.52992 2.25024 1.17745
H 0.06326 2.29355 -0.30041
H 0.57899 1.92321 -2.69411
H -0.73231 -1.40724 -4.90405
H -2.13001 -0.06716 -6.49074
C -2.94353 -1.60691 3.30011
Na -0.52134 -2.22540 -1.04554
C -1.85293 -0.99045 3.96929
C -0.64063 -1.51757 3.43808
C -0.97379 -2.52316 2.46916
C -2.42373 -2.51262 2.31935
C -3.01860 -3.31520 1.33969
C -2.22179 -4.18331 0.59090
C -0.83715 -4.28612 0.82871
C -0.19919 -3.43549 1.74066
H -4.00324 -1.43538 3.47966
H -1.94465 -0.25217 4.76123
H 0.37962 -1.26651 3.73096
H -4.10066 -3.26849 1.20819
H -2.69536 -4.85743 -0.12942
H -0.26004 -5.08026 0.34251
H 0.86808 -3.51617 1.96857

---

[4]
71
Properties=species:S:1:pos:R:3 method="wB97M-V/def2-TZVPD" homo_lumo_gap_ev="5.4718 / 6.3256" e_homo_ev="-7.884 / -7.898"
Tc 2.06107 -0.35953 0.35233
Br 5.55688 5.26791 2.65499
C 4.68476 3.61019 2.50032
C 4.58402 2.76458 3.62864
Br 5.34320 3.26584 5.27334
C 3.91528 1.55794 3.52186
Br 3.66454 0.36300 4.94203
C 3.38502 1.21021 2.28660
O 2.73943 0.07832 2.02269
C 3.49894 2.00710 1.14502
O 2.95973 1.51746 0.07584
C 4.14624 3.24607 1.27914
Br 4.20393 4.34790 -0.24714
S 1.61201 -5.85729 -0.01559
As 1.34187 -6.30637 1.92327
S 1.35310 -2.29128 1.26282
S 3.06383 -3.33628 1.78645
S 2.29848 -4.64847 3.13771
F 4.09496 -0.59932 -1.54652
C 3.87412 -1.15222 -0.32464
F 4.88865 -0.75200 0.48721
H 3.93017 -2.23790 -0.42641
C 1.86596 4.27912 -3.30825
C 0.87077 3.29809 -2.78775
C -0.04997 2.64124 -3.54950
C -0.90075 1.72499 -2.90681
N -0.85343 1.50034 -1.60658
C 0.01052 2.18836 -0.83139
S 0.09152 2.04177 0.84497
N 0.87042 3.05524 -1.45952
C -1.90490 0.94883 -3.69612
H 1.78180 4.36963 -4.38786
H 2.87563 3.95662 -3.05595
H 1.70234 5.25877 -2.85667
H -0.09813 2.79778 -4.61586
H 1.57101 3.48565 -0.86433
H -2.13532 1.44204 -4.63816
H -2.81463 0.81585 -3.11419
H -1.49198 -0.03894 -3.91487
C -5.56971 0.57583 2.27654
C -4.23575 -0.11761 2.33729
C -3.75884 -0.60673 3.54537
C -2.53771 -1.26038 3.61934
C -1.76961 -1.40382 2.47933
C -2.22969 -0.91196 1.26448
N -1.39999 -1.00927 0.10777
C -1.27261 -2.14369 -0.64257
C -1.98749 -3.30718 -0.30323
C -1.92266 -4.43748 -1.08802
C -1.16077 -4.46480 -2.25334
C -0.44218 -3.33892 -2.59242
C -0.46679 -2.18494 -1.80131
C 0.46800 -1.12575 -2.25871
O 0.64834 -0.79534 -3.39769
O 1.23995 -0.58473 -1.27310
C -3.47074 -0.28032 1.17312
C -4.01524 0.18453 -0.14957
H -6.03706 0.59932 3.25985
H -6.25215 0.07085 1.58961
H -5.46828 1.60530 1.92682
H -4.35132 -0.46793 4.44193
H -2.18033 -1.64525 4.56537
H -0.80532 -1.89231 2.52176
H -1.09310 -0.12818 -0.28786
H -2.59235 -3.29934 0.59303
H -2.48307 -5.31553 -0.79115
H -1.11811 -5.35160 -2.86935
H 0.16953 -3.32539 -3.48525
H -3.24998 0.16346 -0.92083
H -4.40943 1.19947 -0.08626
H -4.83664 -0.46156 -0.47204

---

[5]
67
Properties=species:S:1:pos:R:3 method="wB97M-V/def2-TZVPD" homo_lumo_gap_ev=5.3552 total_charge=-2 e_homo_ev=-1.730 relative_energy_kcal_mol=9.7
Rb 0.63359 -0.75422 0.73394
C -3.84884 -0.44817 0.11206
C -3.34750 -1.84723 0.01683
N -2.08760 -2.20106 -0.03037
C -2.08246 -3.58097 -0.04794
C -3.36867 -4.05870 -0.05073
N -4.15117 -2.94211 0.00148
C -4.03748 -5.40328 -0.12804
O -3.26676 -6.39840 -0.26138
O -5.27835 -5.38312 -0.12616
C -0.78962 -4.32057 -0.02995
O -0.85744 -5.63178 -0.10073
O 0.26794 -3.72656 0.06616
H -3.07522 0.23347 -0.23777
H -4.07291 -0.18614 1.14803
H -4.74944 -0.29821 -0.48773
H -5.15593 -3.01109 0.02704
H -1.82996 -5.97426 -0.09594
C 8.41540 1.68413 3.20939
C 7.21954 1.34123 2.35562
C 5.92537 1.46093 2.85425
C 4.82401 1.15895 2.06576
C 5.01739 0.73397 0.75975
C 6.29802 0.60986 0.24097
C 7.39057 0.90982 1.04255
S 3.59245 0.29404 -0.21608
O 3.08394 -0.90554 0.42616
O 4.07070 0.13381 -1.57391
N 2.50812 1.41420 -0.03624
C 2.71789 2.70231 -0.48194
C 3.90825 3.23795 -1.04445
C 3.96216 4.56959 -1.37936
C 2.84398 5.38256 -1.20599
C 1.70706 4.77177 -0.71243
N 1.63491 3.48784 -0.36739
H 8.12522 1.83466 4.24969
H 8.89825 2.60108 2.86130
H 9.16341 0.88796 3.17795
H 5.77525 1.79422 3.87584
H 3.81607 1.25890 2.45446
H 6.41687 0.27647 -0.78270
H 8.39528 0.80818 0.64256
H 4.75738 2.60159 -1.23279
H 4.87579 4.97761 -1.79822
H 2.84928 6.43388 -1.46383
H 0.78557 5.33454 -0.58680
Te -0.97434 1.41689 3.54359
C -0.68762 0.54649 5.44088
C -1.18596 0.90464 6.66938
C -0.75560 0.06483 7.74488
C 0.07474 -0.93487 7.33584
S 0.31949 -0.84009 5.63748
H -1.85364 1.74825 6.79055
H -1.05767 0.20135 8.77679
H 0.53872 -1.71099 7.92706
Br -3.62640 3.67137 -2.70336
C -4.22931 3.32834 -0.93145
C -5.60446 3.34250 -0.73143
C -6.11966 3.06884 0.52594
C -5.25781 2.78867 1.57560
C -3.88754 2.78249 1.37048
C -3.35208 3.05073 0.11143
I -1.26608 3.00931 -0.08210
H -6.26013 3.55478 -1.56556
H -7.19268 3.07250 0.67873
H -5.64564 2.56568 2.56204
H -3.21753 2.54909 2.19437

---

[6]
63
Properties=species:S:1:pos:R:3 method="wB97M-V/def2-TZVPD" homo_lumo_gap_ev="7.0257 / 6.9559" spin_multiplicity=3 total_charge=+2 e_homo_ev="-13.437 / -13.979"
W -0.03011 -0.00021 -0.24796
C -1.70719 0.48836 2.32518
C -1.17468 -0.85920 2.81730
C 0.26124 -1.29005 2.54849
C 0.92853 -1.95118 3.56700
C 2.19844 -2.45988 3.36463
C 2.79947 -2.29003 2.12832
C 2.10707 -1.60949 1.15686
N 0.86295 -1.11896 1.34807
N -1.93431 0.61315 0.85046
C -3.13137 -0.16046 0.41718
C -2.78634 -1.59136 0.20015
C -3.73405 -2.59832 0.19726
C -3.30875 -3.90455 0.04020
C -1.94744 -4.15493 -0.08611
C -1.07727 -3.09043 -0.10003
N -1.48992 -1.82060 0.02181
C -2.20892 2.03075 0.47748
C -1.96416 2.20867 -0.99774
C -2.61875 3.16238 -1.74389
C -2.31337 3.29168 -3.09226
C -1.36640 2.45183 -3.65329
C -0.75651 1.51076 -2.85221
N -1.04759 1.38767 -1.54697
H -2.65639 0.67941 2.82942
H -1.02246 1.27772 2.60816
H -1.27901 -0.81599 3.90086
H -1.83459 -1.67119 2.50729
H 0.43759 -2.07418 4.52361
H 2.71160 -2.98220 4.16199
H 3.78840 -2.67141 1.91612
H 2.54024 -1.43763 0.18213
H -3.91379 -0.05594 1.17010
H -3.51170 0.26964 -0.50943
H -4.78119 -2.35670 0.33261
H -4.02304 -4.71812 0.03217
H -1.56182 -5.16017 -0.18328
H -0.01499 -3.24858 -0.21023
H -3.23484 2.29571 0.73410
H -1.55388 2.67843 1.04900
H -3.36148 3.79691 -1.27559
H -2.81583 4.03696 -3.69599
H -1.10230 2.51513 -4.69990
H -0.01630 0.82466 -3.23828
Cl 5.69458 4.83274 -0.44718
C 4.50304 3.59681 -0.56172
C 4.66688 2.57623 -1.52203
C 3.74814 1.56675 -1.66042
Cl 3.95979 0.32443 -2.83051
C 2.60813 1.53370 -0.83858
O 1.73087 0.58030 -0.98378
C 2.46258 2.55068 0.12439
C 1.35758 2.49411 0.97394
O 0.46026 1.61195 0.94471
C 3.41950 3.59089 0.25704
H 5.53935 2.59031 -2.16460
H 1.23832 3.26647 1.73862
H 3.28771 4.36566 1.00446
N 0.28219 -1.27849 -1.77013
C 1.01703 -2.00958 -2.36434
N 1.78118 -2.68661 -3.02777
C 2.22997 -3.93179 -3.06033
N 2.65811 -5.00261 -3.08655

---

[7]
66
Properties=species:S:1:pos:R:3 method="wB97M-V/def2-TZVPD" homo_lumo_gap_ev=7.3293 total_charge=-1 e_homo_ev=-5.414
Co -0.59416 0.59491 -1.73055
C 3.53471 -0.71728 -3.09801
C 2.04859 -0.84200 -2.91106
N 1.29669 0.16146 -2.60473
N 1.99497 1.38419 -2.67987
C 1.33907 2.35488 -2.10219
O 0.24234 2.23787 -1.48371
C 1.89099 3.73885 -2.18817
C 1.01965 4.80116 -1.98283
C 1.50455 6.10219 -2.02819
C 2.85117 6.34020 -2.26854
C 3.71616 5.27384 -2.49081
C 3.23426 3.97350 -2.45607
C 1.46955 -2.21021 -3.08825
C 2.29981 -3.32824 -3.11911
C 1.72204 -4.58101 -3.26601
C 0.34726 -4.67247 -3.39149
C -0.38836 -3.49116 -3.37376
N 0.16507 -2.29892 -3.23666
H 3.81906 0.32366 -3.04090
H 3.85274 -1.12884 -4.05863
H 4.05586 -1.27058 -2.31227
H -0.03054 4.58831 -1.81678
H 0.82493 6.93140 -1.87576
H 3.22913 7.35532 -2.28407
H 4.76464 5.45733 -2.69197
H 3.88705 3.12906 -2.63227
H 3.37012 -3.22582 -3.01285
H 2.34088 -5.47022 -3.26937
H -0.15111 -5.62652 -3.50106
H -1.47084 -3.49930 -3.45866
C -2.32898 -3.45457 4.22289
C -3.01127 -2.12538 3.91984
C -3.17700 -1.23393 5.14048
C -1.82111 -0.82280 5.69955
C -0.94533 -0.26267 4.60664
C 0.10462 0.56967 4.89947
C 0.89691 1.10320 3.88093
F 1.90692 1.93512 4.23474
C 0.67570 0.81642 2.56908
C -0.38071 -0.04293 2.24633
C -0.61361 -0.39191 0.83595
O 0.19401 0.00738 -0.04574
C -1.73940 -1.21088 0.55462
C -2.47774 -1.68161 1.59219
N -2.25698 -1.39272 2.88820
C -1.19740 -0.57230 3.24812
C -2.10637 -1.66914 -0.84974
O -2.84155 -2.65658 -0.92656
O -1.63068 -1.01381 -1.82483
H -2.88685 -4.00513 4.98236
H -1.30905 -3.30190 4.57869
H -2.27712 -4.06514 3.32096
H -3.99497 -2.32499 3.49461
H -3.77259 -1.75714 5.88939
H -3.72722 -0.33808 4.84181
H -1.33051 -1.67921 6.16992
H -1.94838 -0.07006 6.47886
H 0.31665 0.83538 5.92843
H 1.27813 1.23703 1.77491
H -3.30926 -2.34321 1.37731
O -2.43365 3.40435 -2.54211
S -2.58218 1.96889 -2.47944
O -3.84941 1.46458 -2.93308
O -1.42473 1.27194 -3.23550
O -2.18520 1.41658 -1.08466